(1)
DFT (the ωB97M-V functional and the def2-TZVPD basis) results for a molecular structure, C8H12CaN4O5S4.

Element x y z (Å)
Ca1 0.140 -0.200 0.604
N1 2.906 1.207 2.531
C1 2.462 2.106 1.614
N2 1.541 1.805 0.745
C2 1.323 2.833 -0.156
C3 2.008 3.968 0.106
S1 3.032 3.737 1.484
C4 0.524 2.479 -1.342
C5 0.265 3.215 -2.446
S2 -0.467 2.218 -3.656
C6 -0.373 0.861 -2.579
N3 0.114 1.164 -1.410
N4 -0.769 -0.401 -2.890
H1 2.800 0.232 2.249
H2 3.755 1.417 3.025
H3 2.025 4.893 -0.444
H4 0.496 4.248 -2.644
H5 -0.910 -0.607 -3.865
H6 -0.268 -1.124 -2.361
O1 0.061 -2.623 1.162
S3 1.309 -2.530 0.325
O2 2.005 -3.764 0.127
O3 0.810 -1.882 -0.952
O4 2.111 -1.444 0.996
C7 -2.703 -2.356 -0.380
S4 -3.174 -1.297 0.983
C8 -2.804 -2.423 2.320
O5 -2.105 -0.216 1.049
H7 -3.415 -3.180 -0.428
H8 -1.682 -2.707 -0.215
H9 -2.775 -1.748 -1.281
H10 -3.504 -3.257 2.265
H11 -2.965 -1.870 3.243
H12 -1.771 -2.757 2.221

- relative energy (zero: lowest compared OMol25 entry of this formula, charge and spin) (kcal per mole) = 0.1
- largest force on an atom (eV Å⁻¹) = 0.26
- DFT total energy (eV) = -86473.21969

=====

(2)
DFT (the ωB97M-V functional and the def2-TZVPD basis) results for a molecular structure, C8H12Cl2CrIrN2O4 in a non-equilibrium geometry.

Element x y z (Å)
Cr1 -2.568 1.756 -1.656
Ir1 -1.795 -0.145 -0.316
Cl1 -1.109 3.085 -2.743
Cl2 -2.411 -0.231 -2.911
C1 -3.464 -0.438 0.341
C2 -3.107 3.384 -0.768
C3 -4.450 1.340 -1.594
O1 -4.547 -0.640 0.739
O2 -3.452 4.474 -0.564
O3 -5.600 1.191 -1.646
C4 -0.173 0.765 1.751
N1 0.890 -0.162 1.369
C5 1.641 -0.722 2.493
C6 1.048 -0.526 0.077
O4 0.118 -0.268 -0.790
N2 2.124 -1.162 -0.442
C7 3.397 -1.493 0.205
C8 2.057 -1.415 -1.862
H1 0.260 1.755 1.977
H2 -0.663 0.383 2.655
H3 -0.917 0.909 0.921
H4 1.725 -1.812 2.400
H5 2.628 -0.255 2.594
H6 1.070 -0.496 3.394
H7 3.771 -2.392 -0.296
H8 4.146 -0.686 0.096
H9 3.239 -1.724 1.259
H10 1.185 -2.021 -2.106
H11 2.009 -0.489 -2.438
H12 2.950 -1.963 -2.138

- spin multiplicity = 8
- largest force on an atom (eV Å⁻¹) = 8.77
- DFT total energy (eV) = -75911.69389
- net charge = +4
- expectation value of S² = 15.888

=====

(3)
DFT (the ωB97M-V functional and the def2-TZVPD basis) results for a molecular structure, C8H12Cl2HfO in a non-equilibrium geometry.

Element x y z (Å)
Hf1 -1.215 -1.404 0.610
Cl1 0.195 -1.142 2.487
Cl2 -1.048 -3.226 -0.881
C1 -3.171 -1.469 1.260
H1 -4.023 -1.781 0.674
H2 -3.563 -0.730 1.971
C2 0.576 -0.289 -1.312
C3 -0.569 0.120 -0.796
H3 0.559 -1.169 -1.958
C4 -0.702 1.233 0.212
H4 -1.592 -0.416 -1.051
C5 0.333 2.354 -0.139
H5 -1.735 1.636 0.268
H6 -0.381 0.875 1.234
C6 1.750 1.757 -0.271
H7 -0.004 2.818 -1.084
H8 0.308 3.121 0.645
C7 1.834 0.475 -1.197
H9 2.432 2.566 -0.629
H10 2.088 1.441 0.742
H11 2.219 0.829 -2.174
H12 2.633 -0.155 -0.762
O1 1.965 -4.100 1.117
C8 1.113 -3.344 1.034

- relative energy (zero: lowest compared OMol25 entry of this formula, charge and spin) (kcal per mole) = 44.4
- largest force on an atom (eV Å⁻¹) = 4.71
- DFT total energy (eV) = -36888.63299

=====

(4)
DFT (the ωB97M-V functional and the def2-TZVPD basis) results for C8H12Cl2OSi in the gas phase in a non-equilibrium geometry.

Element x y z (Å)
C1 0.802 0.365 0.014
C2 1.527 -0.788 -0.249
C3 2.021 1.181 0.152
C4 2.830 -0.155 -0.003
C5 1.327 -2.198 -0.552
C6 -1.726 0.135 1.957
C7 -1.796 -0.787 -1.162
C8 -1.522 2.274 -0.342
O1 2.315 2.312 0.316
Si1 -1.097 0.574 0.174
Cl1 3.779 -0.507 1.536
Cl2 3.993 -0.358 -1.375
H1 1.625 -2.508 -1.586
H2 0.307 -2.386 -0.490
H3 1.816 -2.734 0.187
H4 -0.935 0.488 2.704
H5 -2.631 0.596 2.193
H6 -1.840 -0.897 2.067
H7 -2.450 -0.294 -1.802
H8 -0.933 -1.143 -1.706
H9 -2.318 -1.398 -0.484
H10 -2.391 2.417 -1.115
H11 -1.894 2.960 0.359
H12 -0.809 2.851 -0.795

- relative energy (zero: lowest compared OMol25 entry of this formula, charge and spin) (kcal per mole) = 0.0
- largest force on an atom (eV Å⁻¹) = 3.91
- DFT total energy (eV) = -43459.27152
- SMILES = CC1=C([Si](C)(C)C)C(=O)C1(Cl)Cl

=====

(5)
DFT (the ωB97M-V functional and the def2-TZVPD basis) results for a molecular structure, C8H12Cl3N2OS4W in a non-equilibrium geometry.

Element x y z (Å)
W1 -0.318 0.756 -0.880
C1 1.276 -2.447 -1.135
C2 2.383 -1.417 -0.827
S1 2.030 0.244 -0.185
C3 1.534 0.093 1.640
C4 0.374 -0.752 2.104
S2 -1.150 -0.670 1.096
C5 -1.403 -2.313 0.358
C6 -1.448 -2.400 -1.195
S3 -0.127 -1.534 -1.977
H1 0.880 -2.807 -0.229
H2 1.661 -3.134 -1.937
H3 2.828 -1.145 -1.774
H4 3.140 -1.848 -0.152
H5 1.362 1.168 1.790
H6 2.507 -0.147 2.046
H7 0.053 -0.522 3.140
H8 0.670 -1.798 1.986
H9 -2.387 -2.673 0.663
H10 -0.742 -3.025 0.825
H11 -2.411 -2.093 -1.643
H12 -1.347 -3.476 -1.348
O1 -2.466 0.725 -1.224
S4 -2.268 1.292 -2.592
N1 -0.645 1.466 -2.541
Cl1 0.675 5.562 1.808
C7 -0.743 5.220 0.779
Cl2 -0.610 5.867 -0.839
Cl3 -2.236 5.511 1.586
C8 -0.577 3.702 0.470
N2 -0.498 2.595 0.186

- spin multiplicity = 3
- largest force on an atom (eV Å⁻¹) = 2.90
- DFT total energy (eV) = -96220.24039
- net charge = +3
- expectation value of S² = 2.074

=====

(6)
DFT (the ωB97M-V functional and the def2-TZVPD basis) results for a gas-phase ion, C8H12ClN2O2 (charge +1) in a non-equilibrium geometry.

Element x y z (Å)
C1 2.821 1.652 0.593
C2 2.530 0.487 -0.442
Cl1 3.435 0.804 -2.011
C3 1.009 0.359 -0.838
N1 0.265 -0.698 -0.115
C4 0.751 -1.687 0.742
C5 -0.328 -2.518 1.208
N2 -1.432 -1.945 0.563
C6 -1.112 -0.861 -0.208
C7 -2.136 -0.001 -1.005
C8 -3.196 0.574 0.018
O1 -3.515 -0.017 1.016
O2 -3.787 1.835 -0.178
H1 3.885 1.589 0.940
H2 2.098 1.595 1.449
H3 2.687 2.616 0.030
H4 2.988 -0.440 -0.022
H5 0.544 1.373 -0.659
H6 0.962 0.150 -1.937
H7 1.793 -1.871 1.079
H8 -0.249 -3.374 1.905
H9 -2.376 -2.308 0.696
H10 -1.631 0.876 -1.504
H11 -2.623 -0.573 -1.844
H12 -3.382 2.383 0.525

- largest force on an atom (eV Å⁻¹) = 4.50
- DFT total energy (eV) = -28081.29642
- net charge = +1
- SMILES = C[C@H](Cl)Cn1cc[nH+]c1CC(=O)O

=====

(7)
DFT (the ωB97M-V functional and the def2-TZVPD basis) results for 3 unconnected molecules or ions with the total composition C8H12ClO10 in a non-equilibrium geometry.

Element x y z (Å)
Cl1 -13.815 -10.857 5.311
O1 -13.970 -10.325 3.979
O2 -12.473 -11.381 5.466
O3 -14.033 -9.823 6.293
O4 -14.766 -11.931 5.511
C1 -11.815 -14.781 4.879
C2 -12.039 -16.208 5.356
C3 -11.421 -17.320 4.505
O5 -10.992 -18.280 5.475
C4 -11.062 -17.734 6.714
O6 -10.800 -18.308 7.717
O7 -11.436 -16.436 6.630
H1 -12.398 -14.657 3.969
H2 -10.753 -14.601 4.693
H3 -12.112 -14.076 5.652
H4 -13.126 -16.347 5.401
H5 -10.561 -16.986 3.921
H6 -12.154 -17.766 3.837
C5 -12.175 -14.327 9.283
C6 -11.763 -12.950 9.748
C7 -11.924 -11.815 8.750
O8 -12.028 -10.674 9.617
C8 -12.485 -11.094 10.818
O9 -12.821 -10.365 11.697
O10 -12.501 -12.446 10.881
H7 -13.048 -14.337 8.633
H8 -12.459 -14.922 10.159
H9 -11.300 -14.798 8.846
H10 -10.721 -13.017 10.083
H11 -12.805 -11.927 8.117
H12 -11.041 -11.718 8.124

- relative energy (zero: lowest compared OMol25 entry of this formula, charge and spin) (kcal per mole) = 0.0
- largest force on an atom (eV Å⁻¹) = 1.01
- DFT total energy (eV) = -41483.76069
- net charge = -1

=====

(8)
DFT (the ωB97M-V functional and the def2-TZVPD basis) results for a molecular structure, C8H12ClO8Y in a non-equilibrium geometry.

Element x y z (Å)
Y1 0.001 0.668 0.418
C1 0.030 -2.854 -2.102
C2 0.055 -1.657 -1.173
O1 0.814 -0.682 -1.458
O2 -0.752 -1.548 -0.225
H1 0.687 -3.651 -1.755
H2 0.357 -2.596 -3.112
H3 -1.001 -3.189 -2.232
C3 -1.413 3.100 -2.973
C4 -0.964 2.229 -1.828
O3 -1.761 1.537 -1.130
O4 0.242 2.203 -1.503
H4 -2.141 2.616 -3.635
H5 -0.573 3.346 -3.624
H6 -1.910 4.016 -2.651
C5 -2.809 -0.983 3.439
C6 -1.889 -0.166 2.532
O5 -2.305 0.275 1.435
O6 -0.663 -0.156 2.794
H7 -2.324 -1.931 3.659
H8 -3.797 -1.161 3.017
H9 -2.935 -0.424 4.373
C7 4.204 -0.468 0.809
C8 2.736 -0.103 0.942
O7 2.411 1.077 0.632
O8 1.916 -0.928 1.371
H10 4.903 0.302 1.139
H11 4.424 -0.556 -0.265
H12 4.494 -1.428 1.240
Cl1 -0.039 3.111 1.866

- largest force on an atom (eV Å⁻¹) = 2.00
- DFT total energy (eV) = -38446.45777
- net charge = -2

=====

Repeat the fourth record exactly.
DFT (the ωB97M-V functional and the def2-TZVPD basis) results for C8H12Cl2OSi in the gas phase in a non-equilibrium geometry.

Element x y z (Å)
C1 0.802 0.365 0.014
C2 1.527 -0.788 -0.249
C3 2.021 1.181 0.152
C4 2.830 -0.155 -0.003
C5 1.327 -2.198 -0.552
C6 -1.726 0.135 1.957
C7 -1.796 -0.787 -1.162
C8 -1.522 2.274 -0.342
O1 2.315 2.312 0.316
Si1 -1.097 0.574 0.174
Cl1 3.779 -0.507 1.536
Cl2 3.993 -0.358 -1.375
H1 1.625 -2.508 -1.586
H2 0.307 -2.386 -0.490
H3 1.816 -2.734 0.187
H4 -0.935 0.488 2.704
H5 -2.631 0.596 2.193
H6 -1.840 -0.897 2.067
H7 -2.450 -0.294 -1.802
H8 -0.933 -1.143 -1.706
H9 -2.318 -1.398 -0.484
H10 -2.391 2.417 -1.115
H11 -1.894 2.960 0.359
H12 -0.809 2.851 -0.795

- relative energy (zero: lowest compared OMol25 entry of this formula, charge and spin) (kcal per mole) = 0.0
- largest force on an atom (eV Å⁻¹) = 3.91
- DFT total energy (eV) = -43459.27152
- SMILES = CC1=C([Si](C)(C)C)C(=O)C1(Cl)Cl

=====

- The highest largest force on an atom belongs to which entry?
  C8H12Cl2CrIrN2O4